Entry from the OMol25 dataset: C38H42BIN5Ni as an isolated structure (ωB97M-V/def2-TZVPD).

Its charge is -1. Its HOMO energy (spin up / spin down) is -5.0 / -4.6 eV. Its energy above the lowest of the compared OMol25 structures with the same formula, charge and spin is 49.40 kJ/mol. The calculation puts the total energy at -3577.99545 hartree. Its LUMO energy (spin up / spin down) is 2.38 / 2.37 eV. Its HOMO-LUMO gap (spin up / spin down) is 7.35 / 6.94 eV.

Structure (XYZ):
```
88
Properties=species:S:1:pos:R:3:forces:R:3
Ni -1.60331 0.18966 0.50547 -0.389 0.057 0.622
I -1.19850 -0.10467 3.28131 -0.157 -0.491 0.491
C -1.38418 1.95214 3.26107 0.106 0.389 -0.454
C -1.60464 2.58139 4.45025 0.011 0.277 -0.021
C -1.63444 3.99554 4.50011 -0.047 -0.199 0.139
C -1.40855 4.71547 3.37105 0.060 0.025 -0.152
C -1.17885 4.07572 2.12344 0.007 0.139 -0.023
C -0.92575 4.85518 0.96749 -0.019 -0.016 0.124
C -0.70565 4.24266 -0.22719 -0.031 -0.118 -0.060
C -0.77422 2.83387 -0.32896 -0.095 0.158 -0.062
C -1.04454 2.00764 0.73893 0.330 -0.208 0.121
C -1.19897 2.65729 2.01994 -0.029 -0.184 0.245
H -1.74238 2.00566 5.35476 0.012 -0.014 0.008
H -1.82310 4.49325 5.44334 0.018 -0.013 0.011
H -1.39290 5.79916 3.40436 -0.024 0.004 -0.024
H -0.91086 5.93564 1.05732 0.012 0.002 0.018
H -0.49637 4.83410 -1.11168 0.008 -0.032 -0.029
H -0.62317 2.40005 -1.30702 -0.060 0.049 -0.007
C -2.90363 0.67721 -2.34355 0.044 -0.067 -0.057
C -2.01532 0.04328 -3.41687 -0.087 0.092 -0.091
C -1.89043 -1.46676 -3.21402 0.012 -0.054 0.005
C -0.73472 0.85930 -3.48498 0.076 -0.070 0.005
C -0.73476 1.93471 -4.37318 0.014 0.000 -0.001
C 0.32330 2.82200 -4.44964 -0.031 -0.002 0.015
C 1.41344 2.65286 -3.61452 0.011 -0.022 -0.004
C 1.45893 1.60135 -2.70727 0.032 -0.008 -0.119
C 2.65449 1.49973 -1.77501 -0.098 0.066 0.073
C 2.82143 2.78913 -0.96631 -0.003 0.004 0.029
C 3.93688 1.16719 -2.53508 0.025 -0.023 -0.079
C 0.38380 0.69621 -2.65539 0.130 -0.105 0.166
N 0.49676 -0.38545 -1.72503 -0.275 0.006 -0.118
B -0.04276 -0.57339 -0.37571 0.168 0.087 -0.493
N 0.68506 -1.75979 0.05773 -0.195 0.086 0.174
C 1.50166 -2.23415 -0.97041 0.050 0.030 0.139
C 1.38916 -1.41628 -2.02759 0.001 0.104 -0.019
C 0.78862 -2.30231 1.37365 0.234 0.087 -0.226
C 1.83255 -1.84781 2.19311 0.037 -0.010 0.151
C 1.94867 -2.38520 3.47130 -0.039 0.016 -0.055
C 1.05422 -3.34269 3.92289 -0.010 0.016 -0.026
C 0.03379 -3.78106 3.09665 -0.023 0.059 -0.048
C -0.11764 -3.26986 1.80673 -0.046 -0.143 0.130
C -1.20833 -3.78680 0.89037 0.015 0.023 -0.007
C -0.69592 -4.98386 0.08494 0.028 -0.021 -0.026
C -2.48791 -4.15288 1.63756 -0.036 -0.023 -0.005
C 2.78921 -0.76221 1.72563 -0.030 -0.060 -0.029
C 4.18018 -0.88871 2.34527 0.066 -0.032 -0.029
C 2.22647 0.63386 2.00237 -0.075 0.026 0.026
H -3.88181 0.19553 -2.28094 0.060 -0.066 -0.023
H -3.04686 1.74606 -2.51645 0.013 -0.015 -0.029
H -2.37697 0.55570 -1.39117 -0.295 0.143 -0.088
H -2.50773 0.19128 -4.38409 0.058 -0.008 -0.018
H -1.71052 -1.72802 -2.17048 0.024 0.030 0.003
H -1.07774 -1.88965 -3.80827 -0.003 0.007 -0.015
H -2.82481 -1.94204 -3.51926 -0.001 0.001 0.032
H -1.60044 2.07337 -5.01130 -0.001 0.000 -0.005
H 0.29205 3.64920 -5.14813 0.001 -0.003 -0.015
H 2.23752 3.35549 -3.65523 -0.004 0.005 -0.015
H 2.46552 0.69233 -1.06858 -0.029 -0.014 0.023
H 3.07803 3.63443 -1.60995 0.008 -0.008 0.000
H 3.62293 2.67449 -0.23302 0.024 0.005 -0.015
H 1.90314 3.03757 -0.43179 0.044 -0.021 0.003
H 4.17771 1.95092 -3.25876 0.006 0.003 0.021
H 3.84252 0.22781 -3.08244 -0.011 -0.007 0.013
H 4.77778 1.07427 -1.84396 0.004 0.009 0.003
H 2.11032 -3.11591 -0.85087 -0.004 -0.012 -0.001
H 1.87149 -1.48210 -2.98932 -0.012 0.004 -0.018
H 2.73925 -2.04518 4.12718 0.000 -0.004 0.010
H 1.15244 -3.74585 4.92348 -0.002 -0.007 0.004
H -0.65710 -4.53230 3.45545 -0.023 0.001 0.015
H -1.44718 -2.98829 0.18711 -0.003 -0.003 0.033
H -0.39394 -5.79536 0.75347 -0.005 0.003 0.004
H 0.16403 -4.70977 -0.52826 -0.008 0.003 0.007
H -1.47767 -5.36080 -0.57793 -0.008 0.010 -0.001
H -2.36356 -5.06725 2.22425 0.003 0.003 0.009
H -3.29830 -4.32685 0.92807 0.009 -0.002 -0.010
H -2.80198 -3.35109 2.30709 0.007 0.017 -0.006
H 2.89953 -0.86901 0.64448 0.001 -0.005 -0.025
H 4.17915 -0.60843 3.40118 -0.008 0.003 -0.003
H 4.87431 -0.21793 1.83461 -0.018 0.019 0.008
H 4.57202 -1.90484 2.26613 -0.013 -0.004 -0.014
H 2.05417 0.76883 3.07417 0.024 0.006 -0.004
H 1.27715 0.80701 1.49190 0.036 -0.037 -0.001
H 2.93208 1.39714 1.66838 0.031 0.019 0.007
N -3.17024 -1.05678 0.52364 0.426 0.102 -0.335
C -4.02787 -1.66463 0.01478 -0.045 -0.033 -0.038
N -4.99283 -2.38849 -0.42563 -0.020 -0.067 -0.069
C -5.32326 -2.35600 -1.70759 0.048 0.038 0.226
N -5.67913 -2.39224 -2.80961 -0.021 -0.002 -0.100
```
Positions in Å, forces in eV/Å.

***

Entry from the OMol25 dataset: C38H42N6O4SW as an isolated structure at a distorted geometry (ωB97M-V/def2-TZVPD).

Its charge is 0. Its HOMO energy (spin up / spin down) is -6.1 / -6.1 eV. Its energy above the lowest of the compared OMol25 structures with the same formula, charge and spin is 215.15 kJ/mol. The calculation puts the total energy at -2568.14189 hartree. Its LUMO energy (spin up / spin down) is -0.03 / -0.03 eV. Its HOMO-LUMO gap (spin up / spin down) is 6.06 / 6.05 eV.

Structure (XYZ):
```
92
Properties=species:S:1:pos:R:3:forces:R:3
W 1.20954 0.07107 -0.62033 -1.188 -1.050 -0.660
C -3.37874 1.26633 3.40514 0.036 0.008 0.004
C -2.82200 -0.08003 3.88773 0.006 -0.019 0.015
C -3.30825 -1.18448 2.94436 -0.002 0.053 0.003
C -3.37480 -0.36284 5.28648 0.021 -0.010 -0.014
C -1.29303 -0.00377 3.86930 -0.024 0.011 0.046
C -0.55801 0.13647 5.05613 -0.004 0.017 -0.026
C 0.81441 0.28719 5.05366 -0.005 -0.004 -0.029
C 1.47393 0.29195 3.83422 -0.070 -0.024 0.057
S 3.16743 0.47903 3.53245 -0.032 0.006 0.000
C 2.85390 0.34836 1.83550 0.156 0.056 -0.020
N 1.59545 0.16011 1.49875 0.225 0.304 0.184
C 0.77111 0.13477 2.63731 0.020 0.010 -0.063
C -0.61239 -0.01153 2.65758 0.010 0.005 0.014
C 3.90186 0.35258 0.82424 0.027 -0.013 0.032
C 5.24037 0.57924 1.15024 0.020 -0.018 0.006
C 6.20047 0.50560 0.15877 -0.030 -0.003 -0.013
C 5.80975 0.20543 -1.14321 -0.005 -0.007 0.001
C 4.47067 -0.00564 -1.44660 -0.015 -0.031 -0.034
C 3.46399 0.06114 -0.48030 0.377 0.025 0.188
H -4.47100 1.24813 3.41632 -0.020 -0.003 -0.008
H -3.05744 1.47734 2.38487 0.004 -0.015 0.063
H -3.04091 2.08072 4.04902 0.007 0.012 0.025
H -4.39275 -1.28713 3.02034 -0.019 0.008 -0.008
H -2.85316 -2.14468 3.19535 0.006 -0.016 0.027
H -3.07808 -0.95001 1.90553 -0.007 -0.016 0.064
H -4.45984 -0.45817 5.22676 -0.010 0.000 0.003
H -3.15825 0.44628 5.98496 -0.002 0.017 0.012
H -2.97832 -1.29236 5.70002 0.015 -0.014 -0.003
H -1.06668 0.13582 6.00813 -0.020 0.000 0.021
H 1.36032 0.40228 5.98038 0.001 0.006 0.014
H -1.13903 -0.10301 1.71886 0.014 -0.010 0.015
H 5.53218 0.82155 2.16694 0.001 0.000 -0.002
H 7.24140 0.68588 0.39195 0.008 0.005 -0.003
H 6.55679 0.14942 -1.92636 0.010 -0.004 0.002
H 4.21028 -0.22043 -2.48060 -0.002 0.011 0.001
C 1.55283 -1.83796 -4.08864 0.022 0.002 0.008
C 1.55898 -0.36385 -3.93114 -0.098 0.018 0.052
N 1.52843 0.32906 -2.80766 0.106 -0.060 0.011
C 1.62102 1.65893 -3.14243 0.314 0.219 -0.021
C 1.67443 1.78575 -4.50251 -0.252 0.033 0.107
N 1.62971 0.48238 -4.97738 0.098 -0.075 0.062
C 1.62241 2.98366 -5.37578 0.153 0.036 0.115
O 2.04862 2.80106 -6.66018 -0.063 0.022 -0.102
O 1.20996 4.04252 -5.02906 -0.090 -0.065 -0.046
C 1.87528 2.61769 -2.00412 -0.025 -0.028 0.104
O 2.26588 3.74192 -2.19843 -0.027 0.036 -0.067
O 1.69606 2.05381 -0.84418 -0.004 0.422 -0.111
H 1.84215 -2.29234 -3.14658 0.027 0.020 -0.023
H 2.26976 -2.13907 -4.85340 -0.019 -0.007 -0.017
H 0.56547 -2.20624 -4.36958 -0.025 -0.005 0.021
H 1.61637 0.17267 -5.93410 -0.093 0.095 -0.045
H 2.55551 1.99188 -6.77328 0.119 -0.040 0.104
N 2.80146 -3.93507 0.36888 -0.034 0.028 -0.039
C 1.97717 -4.40532 -0.62646 0.016 0.018 0.024
C 1.27345 -3.32662 -1.05070 -0.081 -0.013 0.100
N 1.64616 -2.20410 -0.33542 0.027 0.218 -0.154
C 2.57166 -2.61681 0.50717 -0.082 -0.010 0.112
H 3.47851 -4.46214 0.89130 -0.016 -0.004 0.001
H 1.95846 -5.43579 -0.92844 0.008 -0.025 -0.004
H 0.50582 -3.28874 -1.79783 -0.008 -0.013 0.029
H 3.09192 -2.01177 1.22710 0.012 0.018 -0.044
C -1.76160 -2.85534 0.11747 0.040 -0.068 0.055
C -2.43868 -2.15916 -1.05850 -0.003 -0.003 -0.129
C -1.64177 -2.19089 -2.36365 0.000 -0.036 -0.011
C -2.87690 -0.75638 -0.69764 -0.069 0.021 -0.049
C -4.24476 -0.56964 -0.52581 -0.011 0.018 -0.001
C -4.77545 0.66191 -0.19709 0.023 -0.018 -0.010
C -3.91516 1.73641 -0.07836 0.000 -0.032 -0.083
C -2.53923 1.61292 -0.25165 -0.073 -0.008 -0.019
C -1.75888 2.91493 -0.22356 -0.020 0.044 0.037
C -0.70701 3.03754 0.87877 -0.015 -0.044 0.014
C -1.24242 3.22391 -1.63018 0.031 -0.023 -0.008
C -1.99048 0.33310 -0.53403 0.149 0.056 0.055
N -0.60133 0.15507 -0.61958 0.274 -0.021 0.192
H -1.49503 -3.88377 -0.13549 0.065 -0.014 -0.027
H -2.44380 -2.89172 0.96702 0.007 -0.030 -0.032
H -0.86564 -2.32471 0.43467 0.063 0.010 0.006
H -3.36064 -2.71573 -1.25246 -0.007 0.025 -0.015
H -0.69426 -1.66290 -2.25484 -0.041 0.005 -0.026
H -2.20717 -1.70086 -3.15855 -0.024 0.007 -0.011
H -1.45492 -3.22330 -2.67664 -0.007 -0.002 0.012
H -4.90098 -1.42441 -0.64361 -0.009 -0.005 -0.012
H -5.84052 0.78624 -0.05203 -0.015 0.002 -0.005
H -4.31515 2.71855 0.14595 -0.005 -0.007 0.006
H -2.50685 3.68261 -0.00092 0.032 0.008 0.002
H 0.05879 2.27428 0.81084 0.029 -0.008 -0.004
H -1.17731 2.97292 1.86276 -0.019 -0.012 0.010
H -0.20883 4.00516 0.80263 0.002 0.019 0.001
H -0.69405 2.37345 -2.02842 0.065 -0.031 -0.038
H -0.58755 4.09484 -1.63561 0.039 0.013 -0.002
H -2.08106 3.41688 -2.30257 0.004 -0.005 0.000
```
Positions in Å, forces in eV/Å.

***

- What is the energy above the lowest of the compared OMol25 structures with the same formula, charge and spin in the first record?
  49.40 kJ/mol